{"formula": "C5H8O2", "method": "the ωB97M-V functional and the def2-TZVPD basis", "elements": ["C", "C", "O", "C", "C", "O", "C", "H", "H", "H", "H", "H", "H", "H", "H"], "coordinates": [[-1.313, -0.083, 0.375], [-0.934, 0.226, -1.021], [-0.099, 1.200, -1.244], [0.631, 1.813, -0.352], [1.541, -1.278, -0.146], [0.761, -1.415, 0.881], [-0.378, -0.903, 1.238], [-1.497, 0.895, 0.878], [-2.281, -0.602, 0.346], [-1.460, -0.104, -1.905], [0.627, 1.480, 0.678], [1.275, 2.581, -0.750], [1.295, -0.601, -0.950], [2.448, -1.861, -0.095], [-0.742, -1.339, 2.161]], "atomic_forces_ev_per_a": [[-0.029, 0.030, -0.022], [-0.178, -0.163, 0.073], [-0.012, 0.058, -0.254], [0.169, 0.109, 0.276], [0.088, 0.051, -0.146], [-0.046, -0.032, 0.065], [-0.060, 0.000, 0.006], [0.022, -0.126, -0.048], [0.136, 0.059, 0.007], [0.067, 0.045, 0.127], [-0.003, 0.037, -0.122], [-0.095, -0.107, 0.049], [0.013, -0.135, 0.089], [-0.125, 0.094, 0.028], [0.053, 0.080, -0.128]], "e_tot_ha": -345.5367, "largest_force_ev_per_a": 0.3}

***

{"formula": "C13H20F14N4NaO12S6", "method": "the ωB97M-V functional and the def2-TZVPD basis", "elements": ["Na", "C", "C", "C", "N", "C", "C", "C", "C", "C", "C", "H", "H", "H", "H", "H", "H", "H", "H", "H", "H", "H", "H", "H", "H", "H", "H", "H", "H", "H", "H", "N", "S", "O", "O", "F", "S", "O", "O", "F", "C", "F", "F", "F", "S", "O", "O", "N", "S", "O", "O", "C", "F", "F", "F", "C", "F", "F", "F", "S", "O", "O", "N", "S", "O", "O", "C", "F", "F", "F"], "coordinates": [[23.313, 2.289, -5.118], [22.082, 6.758, -0.515], [22.464, 6.291, -1.967], [23.665, 5.298, -2.022], [24.114, 5.084, -3.531], [25.262, 3.978, -3.558], [26.606, 4.479, -2.923], [26.987, 5.923, -3.410], [25.801, 6.940, -3.512], [24.652, 6.328, -4.312], [22.851, 4.451, -4.276], [22.092, 5.920, 0.181], [21.066, 7.138, -0.405], [22.568, 7.587, -0.002], [22.704, 7.205, -2.509], [21.578, 5.857, -2.432], [23.378, 4.351, -1.565], [24.501, 5.790, -1.525], [24.914, 3.150, -2.941], [25.376, 3.757, -4.619], [26.484, 4.407, -1.843], [27.504, 3.889, -3.110], [27.733, 6.220, -2.673], [27.455, 5.797, -4.386], [25.369, 7.403, -2.625], [26.109, 7.832, -4.058], [23.841, 7.023, -4.530], [24.871, 5.749, -5.210], [22.356, 5.380, -4.559], [22.211, 3.828, -3.652], [23.222, 3.879, -5.127], [24.627, 3.011, -5.513], [25.418, 3.892, -6.550], [26.079, 3.307, -7.741], [26.069, 5.093, -6.030], [24.228, 4.602, -7.292], [25.990, 1.947, -5.453], [27.353, 2.474, -5.137], [25.789, 0.653, -6.096], [25.584, 1.372, -3.987], [20.401, 3.633, -5.674], [19.213, 4.076, -5.975], [20.642, 2.530, -6.502], [21.231, 4.665, -5.908], [20.428, 2.953, -3.884], [20.147, 4.097, -3.024], [19.456, 1.861, -3.751], [22.083, 2.381, -3.854], [21.983, 1.562, -2.532], [21.448, 2.292, -1.376], [21.239, 0.302, -2.727], [23.853, 1.158, -2.071], [24.552, 2.294, -1.849], [23.970, 0.420, -0.955], [24.499, 0.593, -3.059], [23.896, 1.694, -8.616], [25.022, 2.248, -8.113], [23.631, 2.354, -9.761], [24.045, 0.400, -8.910], [22.454, 2.052, -7.305], [22.644, 3.450, -6.876], [21.205, 1.816, -7.977], [22.888, 1.115, -5.949], [22.000, -0.164, -6.177], [20.575, 0.011, -5.934], [22.206, -0.893, -7.424], [22.685, -1.354, -4.883], [23.949, -1.614, -5.143], [22.482, -0.877, -3.703], [21.968, -2.485, -5.000]], "atomic_forces_ev_per_a": [[-2.639, 5.326, 11.326], [-0.554, -0.619, 0.311], [0.134, 0.599, 0.952], [-0.447, 1.775, -1.583], [-0.457, -1.752, 1.802], [1.948, 3.190, 2.235], [-1.331, 1.300, -0.005], [-0.611, -0.484, 1.219], [0.172, -0.465, -1.347], [-1.491, -1.451, 1.519], [2.568, 5.733, 0.970], [0.185, -0.173, 0.004], [-0.418, -0.336, -0.783], [1.137, -0.113, -0.596], [0.158, -0.072, -0.310], [0.105, -0.086, 0.134], [0.278, -0.025, -0.275], [0.094, -0.488, 0.118], [0.321, 1.683, -2.132], [0.909, 2.088, 4.887], [0.071, 0.508, 0.327], [-0.557, -0.544, -0.504], [0.136, 0.588, -0.232], [-0.095, 0.330, 0.141], [0.327, -0.563, 0.584], [0.331, -0.056, -0.306], [-0.152, -0.030, 0.425], [0.208, 1.855, 0.491], [0.340, -0.315, -0.110], [2.211, 3.037, 0.388], [-0.998, 3.325, 0.953], [15.702, 1.835, -10.099], [3.019, 6.516, -7.649], [10.420, 11.278, 8.617], [0.596, -2.515, -0.492], [1.659, 1.589, -0.136], [3.502, -6.027, 3.513], [-3.594, -0.486, -1.804], [0.614, 2.940, -0.734], [6.948, 6.086, -6.814], [0.044, -1.059, -0.310], [-1.048, -0.057, 0.348], [-6.012, 6.104, 9.158], [-2.533, -0.325, 0.189], [-3.686, -0.915, 0.506], [1.004, -0.563, -1.288], [1.936, 2.295, -1.191], [-7.475, -2.816, 5.199], [-3.121, -4.738, 3.765], [1.857, 0.148, -0.983], [0.815, 3.772, 2.251], [-0.712, -0.410, 0.396], [-1.022, -1.138, 2.777], [-0.643, 0.356, -0.648], [-7.522, -5.806, 6.263], [-1.168, -0.916, -0.121], [-12.131, -12.228, -5.677], [-0.316, -0.201, 0.608], [-0.120, 0.837, 0.315], [1.779, 0.339, -3.363], [-0.261, -4.695, -1.622], [4.461, -4.060, -6.578], [-6.315, -13.152, -13.008], [-2.987, -4.523, -1.806], [1.564, 0.208, 1.046], [0.868, 0.461, 0.869], [-1.397, 0.097, -2.005], [0.720, -0.122, 0.276], [2.386, -1.934, -0.269], [0.286, 0.062, -0.099]], "e_tot_ha": -5577.5604, "largest_force_ev_per_a": 19.5, "charge": -1}

***

{"formula": "C12H12", "method": "the ωB97M-V functional and the def2-TZVPD basis", "elements": ["C", "C", "C", "C", "C", "C", "H", "H", "H", "H", "H", "H", "C", "C", "C", "C", "C", "C", "H", "H", "H", "H", "H", "H"], "coordinates": [[0.038, 3.666, 0.828], [0.633, 2.999, 1.896], [0.018, 2.310, 2.807], [-1.333, 2.691, 2.994], [-1.901, 3.389, 1.939], [-1.299, 3.924, 0.894], [0.740, 3.765, -0.007], [1.716, 2.755, 1.771], [0.417, 1.292, 3.326], [-2.154, 2.105, 3.503], [-3.055, 3.658, 1.852], [-1.770, 4.667, 0.374], [1.375, -2.470, -2.829], [2.123, -3.203, -1.793], [1.331, -3.963, -1.032], [-0.065, -3.766, -0.834], [-0.739, -2.920, -1.678], [-0.035, -2.355, -2.830], [1.950, -2.071, -3.534], [3.233, -2.839, -1.865], [1.679, -4.743, -0.352], [-0.545, -4.357, 0.004], [-1.829, -2.737, -1.721], [-0.529, -1.796, -3.713]], "atomic_forces_ev_per_a": [[1.997, -0.013, -0.027], [4.954, 0.074, -4.120], [-3.435, -3.812, 5.177], [-1.818, -2.602, -1.315], [-5.389, 0.944, 2.539], [3.117, 0.220, -0.709], [-0.648, 0.941, 0.096], [-0.801, 0.312, -0.110], [-0.525, 3.134, -0.855], [1.631, 0.642, 0.347], [2.193, -0.970, 1.160], [-1.276, 1.127, -2.188], [-2.726, -2.014, 4.037], [0.309, 3.621, -3.964], [-0.693, -1.694, 3.385], [-0.011, -0.531, -0.124], [-0.432, 0.862, -2.738], [1.077, -0.101, 0.459], [2.005, 1.948, -3.039], [-1.916, -2.051, 0.736], [0.650, 0.404, -0.055], [0.450, 0.909, -1.282], [0.691, -0.314, 0.714], [0.596, -1.036, 1.874]], "smiles": "c1ccccc1.c1ccccc1", "e_tot_ha": -464.3152, "largest_force_ev_per_a": 7.3}